# 1
Computed, not measured: 6 unconnected molecules or ions with the total composition C48H59N5O12 at a distorted geometry, with wB97M-V/def2-TZVPD.

Calculated values
HOMO = -9.83 eV
lowest unoccupied orbital energy = -0.89 eV
molar mass = 898.02 g mol⁻¹
total charge = 0
SMILES = CCCCCCCCCCCCCC[C@@H]1CCC(=O)O1.O=[N+]([O-])c1ccccc1.O=[N+]([O-])c1ccccc1.O=[N+]([O-])c1ccccc1.O=[N+]([O-])c1ccccc1.O=[N+]([O-])c1ccccc1
E_tot = -82736.818 eV
strongest force on any atom = 4.1 eV/Å
HOMO-LUMO gap = 8.94 eV

Element x y z (Å)
C: -5.1383 1.8108 8.8140
C: -5.7791 1.2732 7.4186
C: -4.8068 1.7657 6.2469
C: -5.4072 1.6200 4.7766
C: -5.2036 0.1817 4.1009
C: -5.0370 0.3347 2.4971
C: -3.7515 -0.4073 1.9120
C: -2.3531 0.2510 2.3126
C: -1.9122 1.4682 1.3428
C: -0.4001 1.9494 1.7075
C: -0.3328 3.4845 2.1510
C: 0.1641 4.4884 1.0156
C: -0.7532 4.4841 -0.3113
C: -1.7070 5.7617 -0.4104
C: -3.2756 5.4026 -0.4072
C: -3.5170 4.4584 -1.6751
C: -5.1063 4.7140 -1.8541
C: -5.3309 6.1803 -1.2492
O: -6.3535 6.8181 -1.5239
O: -4.2044 6.5307 -0.4630
H: -4.5513 0.9920 9.3599
H: -4.3773 2.6480 8.6189
H: -5.9207 2.2452 9.5145
H: -6.8232 1.7323 7.3741
H: -5.9098 0.1467 7.4808
H: -4.6461 2.8927 6.4204
H: -3.7931 1.2703 6.3996
H: -6.5149 1.9115 4.7017
H: -4.8534 2.3776 4.1122
H: -6.1888 -0.3966 4.2467
H: -4.3953 -0.4576 4.5777
H: -5.0593 1.4406 2.1957
H: -5.9458 -0.1326 1.9688
H: -3.8637 -0.4288 0.7727
H: -3.7240 -1.4989 2.2724
H: -1.5568 -0.5610 2.1302
H: -2.2746 0.5256 3.4213
H: -1.8435 1.0593 0.2724
H: -2.6480 2.3308 1.4143
H: 0.3056 1.7068 0.8462
H: -0.0731 1.3164 2.6029
H: 0.4430 3.5414 3.0015
H: -1.3108 3.8734 2.6146
H: 1.2654 4.3202 0.7322
H: 0.0804 5.5513 1.4484
H: -0.0294 4.5491 -1.2003
H: -1.2881 3.4833 -0.3442
H: -1.5492 6.5126 0.4381
H: -1.5013 6.2841 -1.4148
H: -3.4107 4.7903 0.5584
H: -2.9232 4.6182 -2.6263
H: -3.4862 3.4013 -1.2436
H: -5.5398 3.9115 -1.1677
H: -5.5249 4.7394 -2.9059
C: -2.0781 -5.0134 -1.4275
C: -1.3929 -4.6282 -0.2799
C: -0.9936 -3.3070 -0.1179
C: -1.2903 -2.3776 -1.1120
C: -1.9697 -2.7575 -2.2672
C: -2.3628 -4.0817 -2.4217
N: -0.8932 -0.9805 -0.9346
O: -0.2819 -0.6860 0.0815
O: -1.1981 -0.1847 -1.8100
H: -2.3932 -6.0456 -1.5477
H: -1.1724 -5.3586 0.4907
H: -0.4603 -3.0203 0.7808
H: -2.1996 -2.0403 -3.0469
H: -2.8947 -4.3883 -3.3157
C: 4.5222 -0.3121 -1.9719
C: 4.9846 -1.5278 -2.4676
C: 4.4736 -2.7214 -1.9701
C: 3.4957 -2.6849 -0.9785
C: 3.0341 -1.4718 -0.4729
C: 3.5525 -0.2832 -0.9740
N: 2.9360 -3.9378 -0.4688
O: 3.3750 -4.9846 -0.9199
O: 2.0578 -3.8647 0.3760
H: 4.9194 0.6180 -2.3663
H: 5.7423 -1.5435 -3.2450
H: 4.8412 -3.6620 -2.3638
H: 2.2767 -1.4360 0.3021
H: 3.1981 0.6669 -0.5895
C: 3.2164 7.9940 5.2333
C: 4.0166 8.0389 4.0960
C: 4.3214 6.8674 3.4124
C: 3.8148 5.6556 3.8753
C: 3.0195 5.6024 5.0170
C: 2.7220 6.7785 5.6960
N: 4.1122 4.4222 3.1443
O: 4.8275 4.5036 2.1582
O: 3.6245 3.3837 3.5597
H: 2.9759 8.9114 5.7613
H: 4.4006 8.9888 3.7404
H: 4.9457 6.9151 2.5277
H: 2.6260 4.6619 5.3853
H: 2.1012 6.7488 6.5846
C: 6.6293 -2.7077 -8.9224
C: 7.9159 -3.0740 -8.5394
C: 8.3993 -2.7117 -7.2875
C: 7.5823 -1.9853 -6.4246
C: 6.2965 -1.6089 -6.8042
C: 5.8223 -1.9732 -8.0592
N: 8.0779 -1.6231 -5.0954
O: 9.2146 -1.9526 -4.8032
O: 7.3220 -1.0139 -4.3519
H: 6.2532 -2.9971 -9.8986
H: 8.5412 -3.6452 -9.2166
H: 9.4031 -3.0028 -7.0004
H: 5.6571 -1.0393 -6.1393
H: 4.8215 -1.6879 -8.3639
C: 1.4684 -9.5590 -3.9933
C: 0.4739 -9.6553 -4.9618
C: -0.8564 -9.4459 -4.6171
C: -1.1787 -9.1359 -3.2981
C: -0.1893 -9.0454 -2.3222
C: 1.1381 -9.2590 -2.6755
N: -2.5756 -8.8895 -2.9350
O: -3.4185 -8.9949 -3.8110
O: -2.8175 -8.5879 -1.7762
H: 2.5066 -9.7175 -4.2673
H: 0.7368 -9.8908 -5.9873
H: -1.6220 -9.5236 -5.3803
H: -0.4338 -8.8092 -1.2930
H: 1.9168 -9.1879 -1.9241

Here are the Löwdin charges for atoms 1 to 4, given in e: -0.142 -0.250 -0.236 -0.219


# 2
Computed, not measured: 2 unconnected molecules or ions with the total composition C8H10Si at a distorted geometry, with wB97M-V/def2-TZVPD.

Calculated values
HOMO = -7.66 eV
lowest unoccupied orbital energy = 0.80 eV
molar mass = 134.25 g mol⁻¹
total charge = 0
energy relative to the best compared isomer or geometry (same formula, charge and spin) = 74.6 kcal/mol
SMILES = C[si]1ccccc1.C#C
E_tot = -16331.545 eV
strongest force on any atom = 3.9 eV/Å
HOMO-LUMO gap = 8.46 eV

Element x y z (Å)
C: -1.7756 -1.9363 0.1814
C: 2.1024 0.0471 1.1514
C: 1.3691 -1.1218 -0.8445
C: -2.7941 -1.5695 -0.3378
C: 1.0150 0.9021 1.3158
C: 0.3007 -0.3150 -1.1802
C: 2.2723 -0.8920 0.1813
C: -1.4528 2.4066 -0.1722
Si: -0.0886 1.0384 -0.0536
H: -0.8865 -2.4172 0.5580
H: 2.8403 0.1584 1.9200
H: 1.5766 -1.9288 -1.4294
H: -3.5674 -1.4734 -1.0538
H: 1.0257 1.4599 2.2838
H: -0.2637 -0.5507 -2.0257
H: 3.1708 -1.5716 0.0936
H: -2.3198 1.9414 0.3925
H: -1.0419 3.3826 0.2139
H: -1.4825 2.4398 -1.1942

Here are the Löwdin charges for atoms 1 to 4, given in e: -0.023 -0.232 -0.221 -0.008


# 3
Computed, not measured: a molecular structure, C36H41AsCoN5O2, with wB97M-V/def2-TZVPD.

Calculated values
HOMO (alpha / beta) = -9.58 / -9.58 eV
lowest unoccupied orbital energy (alpha / beta) = -2.33 / -2.32 eV
multiplicity = 2
⟨S²⟩ = 0.762
molar mass = 709.61 g mol⁻¹
total charge = +1
energy relative to the best compared isomer or geometry (same formula, charge and spin) = 13.1 kcal/mol
E_tot = -148006.097 eV
strongest force on any atom = 0.6 eV/Å
HOMO-LUMO gap (alpha / beta) = 7.25 / 7.26 eV

Element x y z (Å)
Co: -0.5632 -0.7278 0.4844
C: -3.3095 -1.2042 0.2595
N: -2.0774 -2.0230 0.3859
C: -1.8021 -2.8351 -0.8298
C: -0.3178 -3.0864 -0.9410
C: 0.2376 -4.2292 -1.4696
C: 1.6201 -4.2898 -1.6242
C: 2.3928 -3.2057 -1.2411
C: 1.7616 -2.1010 -0.6907
N: 0.4372 -2.0542 -0.5463
C: -2.0708 -2.8820 1.6052
C: -1.4653 -2.1970 2.8039
C: -2.0066 -2.2823 4.0707
C: -1.3462 -1.6486 5.1170
C: -0.1783 -0.9555 4.8516
C: 0.2866 -0.9161 3.5439
N: -0.3429 -1.5277 2.5448
C: -3.1907 0.0846 1.0399
C: -4.2824 0.8936 1.2919
C: -4.0792 2.1068 1.9268
C: -2.7941 2.4712 2.2991
C: -1.7554 1.6057 2.0148
N: -1.9543 0.4360 1.4000
H: -4.1903 -1.7688 0.5722
H: -3.4325 -0.9339 -0.7909
H: -2.0909 -2.2330 -1.6924
H: -2.3786 -3.7610 -0.8480
H: -0.3945 -5.0555 -1.7685
H: 2.0834 -5.1766 -2.0386
H: 3.4690 -3.2120 -1.3504
H: 2.3029 -1.2323 -0.3358
H: -1.4461 -3.7482 1.3804
H: -3.0764 -3.2462 1.8234
H: -2.9254 -2.8307 4.2412
H: -1.7437 -1.6957 6.1229
H: 0.3635 -0.4456 5.6377
H: 1.1859 -0.3767 3.2702
H: -5.2735 0.5811 0.9838
H: -4.9163 2.7634 2.1271
H: -2.5930 3.4129 2.7908
H: -0.7266 1.8418 2.2631
C: 0.3621 -0.3727 -5.2754
C: -0.7468 0.3923 -4.5908
C: -2.0569 -0.0613 -4.6896
C: -3.0922 0.6376 -4.0827
C: -2.8047 1.7611 -3.3284
C: -1.4932 2.2023 -3.1917
N: -1.2887 3.3572 -2.3806
C: -0.2950 3.7068 -1.4666
C: -0.0292 5.0855 -1.3673
C: 0.9394 5.5896 -0.5316
C: 1.7133 4.7311 0.2475
C: 1.4476 3.3818 0.1923
C: 0.4365 2.8437 -0.6224
C: 0.1277 1.3987 -0.4326
O: -0.8278 0.8613 -1.0175
O: 0.7916 0.7002 0.4315
C: -0.4580 1.5581 -3.8685
C: 0.9596 2.0730 -3.8122
H: -0.0070 -1.3216 -5.6658
H: 1.1871 -0.5811 -4.5886
H: 0.7778 0.1910 -6.1149
H: -2.2704 -0.9524 -5.2715
H: -4.1172 0.3030 -4.1936
H: -3.5926 2.2941 -2.8056
H: -1.9056 4.1172 -2.6037
H: -0.5903 5.7599 -2.0051
H: 1.1116 6.6596 -0.5033
H: 2.4965 5.1157 0.8874
H: 2.0022 2.6855 0.8080
H: 0.9910 3.1386 -3.5980
H: 1.4707 1.9078 -4.7598
H: 1.5409 1.5660 -3.0329
C: 5.1346 -1.1070 0.8927
As: 3.6381 -0.9412 2.1454
C: 4.3660 0.5159 3.2275
C: 4.1599 -2.4073 3.3361
H: 6.0863 -0.9645 1.4064
H: 5.0432 -0.3689 0.0969
H: 5.1218 -2.1043 0.4502
H: 5.3585 0.2598 3.6013
H: 3.7065 0.7153 4.0719
H: 4.4334 1.4201 2.6236
H: 5.2359 -2.3948 3.5191
H: 3.8820 -3.3614 2.8908
H: 3.6365 -2.3066 4.2869

Here are the Löwdin charges for atoms 1 to 4, given in e: 0.535 -0.067 -0.194 -0.077


# 4
Computed, not measured: a single C6H13NO molecule at a distorted geometry, with wB97M-V/def2-TZVPD.

Calculated values
HOMO = -8.38 eV
lowest unoccupied orbital energy = 0.94 eV
molar mass = 115.18 g mol⁻¹
total charge = 0
energy relative to the best compared isomer or geometry (same formula, charge and spin) = 40.7 kcal/mol
SMILES = CN1CCC[C@H]1CO
E_tot = -9969.411 eV
strongest force on any atom = 1.4 eV/Å
HOMO-LUMO gap = 9.32 eV

Element x y z (Å)
C: 2.0569 0.6987 0.4249
N: 0.8348 0.4715 -0.3300
C: -0.0781 1.5900 -0.2443
C: -1.2318 1.1855 0.6721
C: -1.1816 -0.3534 0.7925
C: 0.1116 -0.7821 0.0348
C: -0.2615 -1.4571 -1.2914
O: -0.2215 -2.8730 -1.3103
H: 2.6122 -0.2348 0.4625
H: 2.6211 1.4802 -0.0750
H: 1.9039 1.0467 1.4482
H: -0.4890 1.8481 -1.2084
H: 0.3636 2.5157 0.1288
H: -1.1321 1.5784 1.6858
H: -2.2088 1.5546 0.3545
H: -1.0911 -0.6012 1.8364
H: -1.9985 -0.8437 0.2835
H: 0.8081 -1.3914 0.6153
H: 0.4150 -1.1274 -2.0726
H: -1.2078 -1.0572 -1.6949
H: -0.6255 -3.2480 -0.5121

Here are the Löwdin charges for atoms 1 to 4, given in e: -0.092 -0.190 -0.199 -0.159


# 5
Computed, not measured: a gas-phase ion, C3H8N3 (charge +1) at a distorted geometry, with wB97M-V/def2-TZVPD.

Calculated values
HOMO (alpha / beta) = -15.01 / -14.93 eV
lowest unoccupied orbital energy (alpha / beta) = -5.67 / -6.49 eV
molar mass = 86.12 g mol⁻¹
total charge = +1
energy relative to the best compared isomer or geometry (same formula, charge and spin) = 150.8 kcal/mol
E_tot = -7698.739 eV
strongest force on any atom = 4.0 eV/Å
HOMO-LUMO gap (alpha / beta) = 9.34 / 8.44 eV

Element x y z (Å)
C: -1.5849 -0.5759 0.0953
C: -0.2861 -0.5111 -0.7226
C: 2.1038 0.3089 0.2123
N: 0.1175 1.4975 0.5621
N: -2.0473 0.7128 0.1550
N: 0.6583 0.5742 0.0446
H: -2.2363 -1.2547 -0.6315
H: -1.4357 -1.1434 0.9680
H: 0.2330 -1.4621 -0.8039
H: -0.4166 -0.0263 -1.6720
H: 2.5857 -0.3408 -0.6996
H: 2.3611 -0.1900 1.1774
H: 2.4924 1.3447 0.2094
H: -2.5451 1.0661 1.1053

Here are the Löwdin charges for atoms 1 to 4, given in e: -0.324 -0.027 0.008 0.327


# 6
Computed, not measured: a single C4H8N2O molecule at a distorted geometry, with wB97M-V/def2-TZVPD.

Calculated values
HOMO = -10.13 eV
lowest unoccupied orbital energy = 0.77 eV
molar mass = 100.12 g mol⁻¹
total charge = 0
energy relative to the best compared isomer or geometry (same formula, charge and spin) = 50.0 kcal/mol
SMILES = N#C[C@@H](N)CCO
E_tot = -9304.225 eV
strongest force on any atom = 1.2 eV/Å
HOMO-LUMO gap = 10.91 eV

Element x y z (Å)
N: 0.4092 -1.5152 -1.7852
C: 0.6780 -0.6427 -0.6168
C: -0.2541 0.6611 -0.4612
C: -0.8387 1.1126 0.9074
O: 0.1450 1.5078 1.8437
C: 0.3518 -1.3415 0.6292
N: -0.0492 -1.6112 1.6794
H: 0.6419 -1.0411 -2.6547
H: 1.0139 -2.3420 -1.7742
H: 1.7459 -0.3620 -0.5792
H: -1.1466 0.5425 -1.0900
H: 0.3003 1.5457 -0.7949
H: -1.5573 0.4146 1.3607
H: -1.4098 1.9948 0.5823
H: -0.0533 1.1182 2.7048

Here are the Löwdin charges for atoms 1 to 4, given in e: 0.024 -0.341 -0.112 -0.297